Below is C18H52N5O10V as an isolated structure, with properties calculated with ωB97M-V/def2-TZVPD.

Geometry (Å):
V (1.49, 1.45, -2.92)
O (2.77, -5.58, 0.31)
O (-0.57, 1.36, -2.07)
O (-1.56, 4.99, 2.94)
O (0.61, -3.07, 0.03)
O (-3.65, -2.04, -4.35)
O (-2.14, 4.10, -2.21)
O (2.52, 1.99, -1.12)
O (1.44, 2.98, -3.42)
O (-0.85, -2.76, 3.44)
O (2.30, 6.54, -0.33)
N (-3.12, 0.13, -3.82)
N (-0.03, -5.61, 1.46)
N (-1.64, -1.57, -3.40)
N (3.78, 3.81, -0.50)
N (4.64, 1.71, -0.37)
C (3.18, -5.72, -1.04)
C (-2.91, -1.20, -3.83)
C (2.13, -6.69, 0.86)
C (0.21, 5.54, 0.04)
C (3.56, 2.47, -0.62)
C (-0.84, -5.01, 2.49)
C (1.01, 6.36, -0.93)
C (-3.06, 4.01, -1.13)
C (-0.71, -4.23, -1.68)
C (-1.02, 0.84, -0.85)
C (-0.07, -1.54, 3.48)
C (-0.64, -3.10, -0.66)
C (-0.02, 0.93, 0.30)
C (-1.21, 3.62, 2.70)
C (-4.26, 3.21, -1.61)
C (0.20, 3.36, 3.15)
C (1.16, -6.28, 1.97)
C (-0.05, -3.85, 3.21)
H (0.56, -1.45, 2.60)
H (0.41, 2.31, 2.99)
H (-0.73, -2.15, -1.18)
H (-1.47, -3.30, 0.02)
H (-1.52, -2.52, -3.13)
H (0.06, 6.08, 0.98)
H (-3.35, 4.88, -0.55)
H (2.36, -6.10, -1.64)
H (-1.27, -0.23, -0.90)
H (-2.50, 5.10, 3.06)
H (5.49, 2.20, -0.19)
H (-0.37, 0.27, 1.10)
H (2.86, -7.37, 1.30)
H (1.52, -7.24, 0.12)
H (0.92, 0.44, 0.03)
H (-4.83, 3.76, -2.36)
H (0.29, -4.83, 0.86)
H (-1.61, 3.28, -2.23)
H (2.75, 7.20, -0.87)
H (0.54, 4.52, 0.26)
H (-4.93, 2.93, -0.79)
H (3.07, 4.52, -0.64)
H (1.27, -2.54, -0.41)
H (3.40, -4.73, -1.45)
H (-2.47, 0.81, -3.45)
H (1.06, 5.94, -1.94)
H (-1.44, 3.49, 1.64)
H (0.63, -1.65, 4.31)
H (-1.13, -0.80, -3.02)
H (-1.75, -4.55, -1.82)
H (4.60, 0.72, -0.52)
H (-0.78, -0.73, 3.62)
H (-1.19, -5.73, 3.23)
H (-0.28, -5.10, -1.18)
H (-1.79, -4.58, 2.16)
H (4.12, -6.27, -1.03)
H (-1.93, 3.02, 3.28)
H (-4.02, 0.49, -4.08)
H (1.76, -5.62, 2.61)
H (4.53, 4.08, 0.11)
H (0.44, -4.20, 4.13)
H (0.93, 4.01, 2.66)
H (-2.67, 3.35, -0.34)
H (-1.91, 1.38, -0.50)
H (0.53, 7.34, -1.10)
H (-0.82, 5.40, -0.31)
H (-3.95, 2.31, -2.16)
H (0.31, 3.64, 4.20)
H (0.20, 1.94, 0.61)
H (-0.26, -4.08, -2.66)
H (0.79, -3.64, 2.53)
H (0.89, -7.15, 2.56)

Values from the calculation:
* total charge: +1
* highest occupied orbital energy (alpha / beta): -10.2 / -10.2 eV
* spin multiplicity: 2
* gap between HOMO and LUMO (alpha / beta): 3.5 / 4.2 eV

Below is C17H19AuINO2 as an isolated structure, with properties calculated with ωB97M-V/def2-TZVPD.

Geometry (Å):
Au (-0.79, 0.11, -0.69)
I (-0.37, -5.32, 2.01)
O (-2.94, 0.25, -1.21)
O (-1.06, 2.16, -1.88)
N (-1.48, -1.30, 0.88)
C (-3.35, 1.57, -1.80)
C (-2.22, 2.07, -2.70)
C (-3.11, -1.96, 2.45)
C (-1.38, -3.50, 1.88)
C (3.64, 0.30, 0.72)
C (6.10, 0.57, 1.92)
C (1.23, 0.13, -0.23)
C (3.77, 0.76, 2.06)
C (-0.11, 2.92, -2.57)
C (4.83, -0.11, 0.01)
C (-3.66, -0.87, -1.85)
C (6.02, 0.13, 0.57)
C (-2.63, -1.04, 1.54)
C (-0.81, -2.47, 1.11)
C (2.34, 0.23, 0.15)
C (-2.49, -3.21, 2.63)
C (4.96, 0.86, 2.73)
H (-3.11, -0.12, 1.39)
H (7.08, 0.65, 2.36)
H (-3.59, -0.95, -2.89)
H (0.09, -2.65, 0.56)
H (4.68, -0.34, -1.04)
H (-0.48, 3.94, -2.79)
H (5.04, 1.10, 3.76)
H (-3.31, 2.14, -0.92)
H (-4.73, -0.86, -1.58)
H (-3.88, -1.66, 3.07)
H (6.95, -0.06, -0.01)
H (0.05, 2.38, -3.55)
H (-1.99, 1.47, -3.52)
H (-2.55, 3.10, -2.95)
H (-4.36, 1.40, -2.23)
H (-3.31, -1.88, -1.49)
H (-2.80, -3.90, 3.40)
H (0.82, 3.00, -1.95)
H (2.89, 0.98, 2.64)

Values from the calculation:
* total charge: +2
* highest occupied orbital energy (alpha / beta): -14.3 / -14.3 eV
* spin multiplicity: 3
* gap between HOMO and LUMO (alpha / beta): 8.2 / 4.8 eV